(1)
The following is a quantum chemistry calculation of a 2-piece molecular cluster, CH3BrNO2 overall, from the OMol25 dataset.

Its net charge is -1. For the HOMO-LUMO gap, the calculation gives 7.4 eV. The calculation puts the total energy at -76713.0418 eV. As for the spin multiplicity: 1. Its relative energy (zero: lowest compared OMol25 entry of this formula, charge and spin) is 3.3 kJ/mol. For the highest occupied orbital energy, the calculation gives -3.85 eV.

```
8
Properties=species:S:1:pos:R:3:forces:R:3
Br -0.1235 2.8563 1.8034 -0.041 -0.008 -0.095
C -0.5394 -0.0562 -0.2455 0.105 0.041 -0.019
N 0.7072 -0.8638 -0.2774 -0.181 -0.154 0.226
O 1.1759 -1.2430 0.7755 -0.040 0.021 -0.119
O 1.1903 -1.0973 -1.3704 0.151 -0.003 -0.172
H -1.1100 -0.3314 0.6316 0.073 0.017 0.106
H -1.0690 -0.2538 -1.1707 0.028 0.073 -0.043
H -0.2314 0.9892 -0.1466 -0.094 0.013 0.116
```
Forces are in eV/Å.

Mulliken population analysis, charges in e, atoms 1 to 5: number 1, Br, carries -0.909; number 2, C, carries -0.518; number 3, N, carries 0.860; number 4, O, carries -0.522; number 5, O, carries -0.562

(2)
The following is a quantum chemistry calculation of a 2-piece molecular cluster, CH3BrO overall, from the OMol25 dataset.

The SMILES is C=O.Br. For the HOMO-LUMO gap, the calculation gives 10.8 eV. The calculation puts the total energy at -73174.3555 eV. As for the spin multiplicity: 1. Its relative energy (zero: lowest compared OMol25 entry of this formula, charge and spin) is 73.3 kJ/mol. For the highest occupied orbital energy, the calculation gives -10.15 eV.

```
6
Properties=species:S:1:pos:R:3:forces:R:3
C -1.4296 -0.1791 -0.8446 -1.795 0.696 -1.200
O -0.4586 -0.4378 -0.2239 1.255 0.049 0.387
H -2.3695 -0.7761 -0.6363 0.365 0.615 -0.485
H -1.4857 0.6768 -1.6592 0.127 -1.367 1.275
Br 2.1507 0.5871 1.8007 2.176 -0.689 -0.353
H 3.5927 0.1291 1.5633 -2.128 0.697 0.376
```
Forces are in eV/Å.

Mulliken population analysis, charges in e, atoms 1 to 5: number 1, C, carries -0.084; number 2, O, carries -0.319; number 3, H, carries 0.212; number 4, H, carries 0.200; number 5, Br, carries -0.204

(3)
The following is a quantum chemistry calculation of CH3BrP2 as an isolated structure, from the OMol25 dataset.

For the HOMO-LUMO gap (alpha / beta), the calculation gives 6.6 / 6.6 eV. The calculation puts the total energy at -89702.0889 eV. As for the spin multiplicity: 1. Its relative energy (zero: lowest compared OMol25 entry of this formula, charge and spin) is 214.8 kJ/mol. For the highest occupied orbital energy (alpha / beta), the calculation gives -9.29 / -9.26 eV.

```
7
Properties=species:S:1:pos:R:3:forces:R:3
C 0.1859 -0.4084 0.4414 -4.394 -1.024 1.688
P -1.2474 0.2857 -0.1803 0.894 -0.276 -0.295
P 1.7240 0.4809 0.1838 0.488 0.278 1.577
Br -4.2615 -0.1072 -0.1669 1.909 -0.114 0.353
H -0.0563 -1.1666 1.3183 1.202 1.272 -1.858
H 2.3402 -0.3171 -0.7255 0.640 -1.274 -0.625
H 1.3151 1.2328 -0.8708 -0.739 1.139 -0.841
```
Forces are in eV/Å.

Mulliken population analysis, charges in e, atoms 1 to 5: number 1, C, carries -0.202; number 2, P, carries 0.268; number 3, P, carries -0.025; number 4, Br, carries -0.443; number 5, H, carries 0.309

(4)
The following is a quantum chemistry calculation of a 2-piece molecular cluster, CH3BrS overall, from the OMol25 dataset.

The SMILES is C=S.Br. For the HOMO-LUMO gap, the calculation gives 8.5 eV. The calculation puts the total energy at -81962.0707 eV. As for the spin multiplicity: 1. Its relative energy (zero: lowest compared OMol25 entry of this formula, charge and spin) is 87.6 kJ/mol. For the highest occupied orbital energy, the calculation gives -9.14 eV.

```
6
Properties=species:S:1:pos:R:3:forces:R:3
C 1.0082 -1.9008 -0.2368 0.183 -0.335 -1.238
S -0.0312 -0.8413 0.3973 0.348 -0.654 -0.583
H 1.9137 -2.1406 0.3232 -0.114 -0.114 -0.071
H 0.9777 -2.4209 -1.2833 -0.390 1.109 1.918
Br -4.0913 -0.0771 -0.0787 0.395 0.082 0.308
H -2.9125 0.1167 0.7243 -0.422 -0.088 -0.334
```
Forces are in eV/Å.

Mulliken population analysis, charges in e, atoms 1 to 5: number 1, C, carries -0.294; number 2, S, carries -0.150; number 3, H, carries 0.243; number 4, H, carries 0.226; number 5, Br, carries -0.200

(5)
The following is a quantum chemistry calculation of a 2-piece molecular cluster, CH3Cl2FSi overall, from the OMol25 dataset.

For the HOMO-LUMO gap (alpha / beta), the calculation gives 5.1 / 8.7 eV. The calculation puts the total energy at -36722.7587 eV. As for the expectation value of S²: 2.004. As for the spin multiplicity: 3. Its relative energy (zero: lowest compared OMol25 entry of this formula, charge and spin) is 96.3 kJ/mol. For the highest occupied orbital energy (alpha / beta), the calculation gives -5.36 / -11.82 eV.

```
8
Properties=species:S:1:pos:R:3:forces:R:3
C -0.5324 -0.5432 0.4690 -0.927 0.012 4.701
F 1.4110 0.9951 1.6868 3.367 1.951 1.315
Si -0.2951 -0.2039 -1.1994 2.229 0.770 -2.068
Cl -0.3576 1.7428 -1.7125 -0.642 1.164 0.072
Cl 0.0193 -1.3793 -2.7914 -0.333 -1.648 -2.016
H 0.6913 0.5773 1.4164 -2.422 -1.593 -0.996
H -0.6815 0.3175 1.1937 -0.875 -1.231 -0.676
H -0.2550 -1.5064 0.9373 -0.396 0.574 -0.332
```
Forces are in eV/Å.

Mulliken population analysis, charges in e, atoms 1 to 5: number 1, C, carries -0.723; number 2, F, carries -0.383; number 3, Si, carries 0.264; number 4, Cl, carries -0.129; number 5, Cl, carries -0.113

(6)
The following is a quantum chemistry calculation of CH3Cl2HgO as an isolated structure, from the OMol25 dataset.

For the HOMO-LUMO gap (alpha / beta), the calculation gives 8.0 / 6.6 eV. The calculation puts the total energy at -32350.4012 eV. As for the expectation value of S²: 0.755. As for the spin multiplicity: 2. For the highest occupied orbital energy (alpha / beta), the calculation gives -10.20 / -10.18 eV.

```
8
Properties=species:S:1:pos:R:3:forces:R:3
Hg -0.2463 1.8296 0.3580 -0.703 1.858 1.183
C 0.2990 -1.5091 -0.4535 0.089 1.563 0.512
O -0.5291 -0.5768 0.2467 0.413 -1.616 -0.665
H 1.1480 -0.8964 -0.7568 0.422 -0.450 -0.281
H 0.5978 -2.4020 0.0956 -0.314 0.198 0.419
H -0.1859 -1.8441 -1.3703 -0.446 0.217 -0.153
Cl -1.8120 1.3841 2.4487 1.225 0.258 -1.586
Cl 0.7286 4.0146 -0.5684 -0.686 -2.028 0.572
```
Forces are in eV/Å.

Mulliken population analysis, charges in e, atoms 1 to 5: number 1, Hg, carries 0.887; number 2, C, carries -0.408; number 3, O, carries -0.246; number 4, H, carries 0.204; number 5, H, carries 0.245

(7)
The following is a quantum chemistry calculation of a 3-piece molecular cluster, CH3Cl2NO2S overall, from the OMol25 dataset.

For the HOMO-LUMO gap, the calculation gives 9.6 eV. The calculation puts the total energy at -42547.3245 eV. As for the spin multiplicity: 1. Its relative energy (zero: lowest compared OMol25 entry of this formula, charge and spin) is 280.4 kJ/mol. For the highest occupied orbital energy, the calculation gives -10.58 eV.

```
10
Properties=species:S:1:pos:R:3:forces:R:3
C 1.6962 -0.3231 -0.5059 -3.138 -3.965 3.326
N -1.6348 1.2056 -1.2450 -0.356 -1.105 0.438
O -0.6345 2.0644 0.6026 0.805 -1.681 1.690
O 1.8686 0.5178 -1.2187 1.897 4.186 -4.442
S -1.0776 0.7503 0.1148 -1.418 4.193 -2.342
Cl 1.9099 -0.2536 1.1703 1.340 -0.041 0.971
Cl 0.4970 -1.6564 -0.8856 1.052 -0.336 -0.387
H -0.1715 -1.4053 1.5897 -0.277 -0.126 -0.207
H -2.2400 0.7247 -1.9020 0.367 -0.848 0.322
H -0.2133 -1.6244 2.2798 -0.273 -0.277 0.632
```
Forces are in eV/Å.

Mulliken population analysis, charges in e, atoms 1 to 5: number 1, C, carries 0.381; number 2, N, carries -0.461; number 3, O, carries -0.443; number 4, O, carries -0.191; number 5, S, carries 0.663

(8)
The following is a quantum chemistry calculation of CH3Cl2NO2S as an isolated structure, from the OMol25 dataset.

For the HOMO-LUMO gap (alpha / beta), the calculation gives 8.0 / 8.0 eV. The calculation puts the total energy at -42545.6069 eV. As for the spin multiplicity: 1. Its relative energy (zero: lowest compared OMol25 entry of this formula, charge and spin) is 446.1 kJ/mol. For the highest occupied orbital energy (alpha / beta), the calculation gives -9.35 / -9.35 eV.

```
10
Properties=species:S:1:pos:R:3:forces:R:3
C 0.9855 0.7736 -0.6378 1.302 -2.996 2.469
N 0.4213 -1.0557 1.3162 0.853 1.606 -1.573
O -0.7577 -1.2292 -1.0367 0.379 0.245 -0.040
O -1.3650 0.3381 0.7077 -1.272 2.109 0.469
S -0.1778 -0.4357 0.0104 0.332 -3.223 -0.334
Cl -2.5005 1.4080 -0.1319 0.833 -0.800 0.118
Cl -0.1357 -2.5617 1.7831 -0.466 -0.595 0.042
H 1.8091 0.3594 -1.2558 -1.076 -0.135 0.228
H 0.3231 1.3986 -1.0924 -1.186 2.489 -1.306
H 1.3978 1.0046 0.3372 0.301 1.300 -0.073
```
Forces are in eV/Å.

Mulliken population analysis, charges in e, atoms 1 to 5: number 1, C, carries -0.762; number 2, N, carries -0.387; number 3, O, carries -0.544; number 4, O, carries -0.256; number 5, S, carries 1.044

(9)
The following is a quantum chemistry calculation of one molecule with the formula CH3Cl2OP, from the OMol25 dataset.

The SMILES is C=P(O)(Cl)Cl. For the HOMO-LUMO gap, the calculation gives 8.9 eV. The calculation puts the total energy at -37466.7034 eV. As for the spin multiplicity: 1. Its relative energy (zero: lowest compared OMol25 entry of this formula, charge and spin) is 226.3 kJ/mol. For the highest occupied orbital energy, the calculation gives -9.20 eV.

```
8
Properties=species:S:1:pos:R:3:forces:R:3
C 0.4737 0.3909 0.0851 -0.118 0.625 2.790
P -0.9617 0.4809 -0.7635 -1.501 -1.454 1.383
O -1.6824 -0.9520 -0.6634 -0.496 1.039 -1.473
Cl -2.9411 1.3811 -0.2692 1.575 0.123 -0.531
Cl -0.7407 0.9450 -2.7038 -0.106 -0.003 0.702
H 0.3966 -0.0384 1.2006 -0.400 0.515 -2.648
H 1.0149 1.3305 0.2683 0.067 -0.277 -0.843
H -1.3606 -1.6386 -0.1052 0.978 -0.568 0.620
```
Forces are in eV/Å.

Mulliken population analysis, charges in e, atoms 1 to 5: number 1, C, carries -0.695; number 2, P, carries 0.817; number 3, O, carries -0.507; number 4, Cl, carries -0.301; number 5, Cl, carries -0.148

(10)
The following is a quantum chemistry calculation of a 2-piece molecular cluster, CH3Cl2OP overall, from the OMol25 dataset.

For the HOMO-LUMO gap (alpha / beta), the calculation gives 7.5 / 7.5 eV. The calculation puts the total energy at -37466.4389 eV. As for the spin multiplicity: 1. Its relative energy (zero: lowest compared OMol25 entry of this formula, charge and spin) is 251.8 kJ/mol. For the highest occupied orbital energy (alpha / beta), the calculation gives -9.81 / -9.81 eV.

```
8
Properties=species:S:1:pos:R:3:forces:R:3
C -0.0930 -0.1819 0.0851 1.770 -1.620 -1.186
O 0.6820 -1.7605 2.4634 -0.165 0.201 -0.407
P 0.3658 -1.7308 1.0444 1.420 -0.678 -1.658
Cl 2.7850 -2.6901 -0.5174 -2.060 0.910 1.198
Cl -0.8668 -3.2071 0.3551 0.744 1.001 0.355
H 0.5127 0.7347 0.3225 -0.343 -1.274 -0.194
H 0.0238 -0.5776 -1.0211 -0.475 1.169 2.189
H -1.0951 -0.0784 0.4482 -0.890 0.292 -0.296
```
Forces are in eV/Å.

Mulliken population analysis, charges in e, atoms 1 to 5: number 1, C, carries -0.683; number 2, O, carries -0.444; number 3, P, carries 0.766; number 4, Cl, carries -0.462; number 5, Cl, carries -0.105

Max |F| in Eh/bohr, matching the order above: 0.0064; 0.0449; 0.0937; 0.0437; 0.0932; 0.0450; 0.1243; 0.0796; 0.0556; 0.0521